A cluster of 3 separate species, C22H50N5O3 in total in a non-equilibrium geometry, computed with the ωB97M-V functional and the def2-TZVPD basis.

The geometry in XYZ format:
```
80
C22H50N5O3, DFT the ωB97M-V functional and the def2-TZVPD basis
C -0.73 2.09 2.94
C -1.24 3.65 2.96
C -2.30 4.05 1.77
C -2.29 3.05 0.47
C -3.39 1.81 0.63
C -3.68 1.19 -0.87
C -2.41 0.16 -1.24
C -2.64 -1.28 -0.47
N -1.39 -2.16 -0.45
C -1.27 -3.16 0.48
N -2.28 -3.56 1.53
N 0.04 -3.97 0.45
O 1.11 -3.17 0.28
C 2.00 -3.18 1.45
C 3.29 -2.14 1.25
C 3.84 -1.79 2.77
C 4.41 -2.94 0.37
C 5.72 -2.05 -0.07
C 5.46 -0.43 -0.09
C 6.09 -2.50 -1.64
H -1.55 1.37 3.43
H -0.32 1.71 1.92
H 0.19 2.04 3.70
H -1.83 3.80 3.99
H -0.32 4.40 3.02
H -3.42 4.20 2.16
H -1.97 5.12 1.37
H -1.24 2.63 0.17
H -2.67 3.67 -0.48
H -4.39 2.29 1.07
H -3.02 1.02 1.41
H -4.72 0.62 -0.88
H -3.72 2.04 -1.68
H -1.38 0.59 -0.90
H -2.42 -0.01 -2.42
H -3.11 -1.09 0.58
H -3.44 -1.88 -1.13
H -0.65 -1.90 -1.17
H -2.07 -3.15 2.47
H -3.27 -3.41 1.23
H 0.13 -4.46 1.39
H 2.44 -4.24 1.72
H 1.40 -2.78 2.37
H 2.84 -1.19 0.69
H 4.64 -0.94 2.81
H 4.34 -2.78 3.17
H 2.91 -1.45 3.40
H 3.92 -3.35 -0.64
H 4.82 -3.84 1.04
H 6.69 -2.26 0.58
H 5.44 -0.01 1.01
H 6.32 0.17 -0.65
H 4.45 -0.12 -0.60
H 6.99 -1.86 -2.07
H 5.12 -2.33 -2.30
H 6.33 -3.66 -1.65
C 3.77 -2.68 -5.06
C 5.20 -2.29 -5.31
O 6.00 -2.12 -4.39
N 5.60 -2.12 -6.60
C 4.82 -2.26 -7.81
H 3.60 -2.78 -3.98
H 3.09 -1.91 -5.44
H 3.56 -3.65 -5.53
H 6.57 -1.85 -6.69
H 5.29 -3.03 -8.42
H 4.83 -1.31 -8.34
H 3.79 -2.55 -7.60
C -6.51 3.58 3.61
C -6.25 4.88 2.90
O -5.13 5.36 2.79
N -7.32 5.55 2.38
C -8.71 5.16 2.40
H -5.56 3.17 3.97
H -7.17 3.74 4.46
H -6.95 2.86 2.91
H -7.07 6.42 1.92
H -9.06 5.08 1.37
H -9.28 5.95 2.90
H -8.87 4.21 2.91
```

Results
charge = +1
LUMO energy = -3.681 eV
largest force on an atom = 5.49 eV/A

Now the Löwdin charges, all in e: -0.17, -0.25, -0.21, -0.22, -0.21, -0.19, -0.18, -0.17, 0.09, -0.14, 0.12, 0.03, -0.19, -0.15, -0.30, -0.09, -0.17, -0.37, -0.13, -0.13, 0.08, 0.06, 0.08, 0.11, 0.12, 0.09, 0.12, 0.09, 0.12, 0.12, 0.09, 0.12, 0.12, 0.11, 0.13, 0.12, 0.15, 0.19, 0.12, 0.10, 0.14, 0.15, 0.13, 0.15, 0.08, 0.10, 0.08, 0.12, 0.13, 0.14, 0.07, 0.09, 0.08, 0.09, 0.06, 0.10, -0.01, -0.53, 0.00, 0.00, -0.08, 0.07, 0.09, 0.09, 0.15, 0.09, 0.09, 0.08, -0.01, -0.54, 0.00, 0.00, -0.08, 0.08, 0.09, 0.08, 0.15, 0.08, 0.09, 0.08

A cluster of 3 separate species, C22H51BrIN2O5PS in total in a non-equilibrium geometry, computed with the ωB97M-V functional and the def2-TZVPD basis.

The geometry in XYZ format:
```
84
C22H51BrIN2O5PS, DFT the ωB97M-V functional and the def2-TZVPD basis
C -4.05 -3.83 5.29
C -2.74 -3.11 5.38
P -1.77 -2.50 3.80
I -1.54 -4.83 2.94
C 0.13 -2.27 3.95
C 0.77 -2.80 5.37
C 1.16 -4.39 5.41
C 2.16 -4.90 4.21
S 1.88 -6.66 3.63
O 1.46 -6.61 2.11
O 3.28 -7.38 3.68
O 0.83 -7.58 4.60
C -1.95 -0.71 4.51
O -3.35 -0.49 4.92
O -3.36 0.50 5.77
C -2.83 -2.13 2.26
C -2.02 -1.43 1.01
C -2.81 -1.93 -0.37
Br -2.22 0.60 0.99
H -4.22 -4.78 5.95
H -4.85 -3.39 4.55
H -2.26 -2.84 6.44
H 0.33 -1.10 3.88
H 0.60 -2.73 2.99
H -0.07 -2.64 6.20
H 1.68 -2.12 5.74
H 1.75 -4.56 6.43
H 0.15 -4.99 5.50
H 2.18 -4.22 3.25
H 3.26 -4.85 4.66
H 0.01 -7.07 4.89
H -1.27 -0.70 5.49
H -1.51 0.12 3.81
H -4.30 0.51 6.13
H -3.22 -3.18 1.86
H -3.78 -1.51 2.56
H -0.89 -1.73 0.93
H -2.69 -1.12 -1.23
H -3.98 -1.98 -0.14
H -2.42 -2.99 -0.74
C -0.36 0.96 -2.80
C 0.70 0.15 -3.54
N 0.17 -0.99 -4.29
C 1.21 -1.92 -4.76
C 2.22 -1.39 -5.77
C -0.88 -0.69 -5.27
C -0.56 0.31 -6.37
H -0.96 0.31 -2.14
H 0.12 1.72 -2.18
H -1.03 1.47 -3.49
H 1.40 -0.22 -2.78
H 1.27 0.83 -4.19
H 0.73 -2.82 -5.17
H 1.76 -2.27 -3.88
H 1.78 -1.30 -6.77
H 3.05 -2.10 -5.86
H 2.64 -0.43 -5.48
H -1.76 -0.32 -4.73
H -1.23 -1.62 -5.73
H -0.04 1.20 -6.00
H -1.49 0.65 -6.85
H 0.05 -0.14 -7.16
C -0.11 5.07 -3.70
C 0.62 6.19 -2.96
N 0.85 5.91 -1.54
C 1.28 7.08 -0.78
C 2.63 7.70 -1.14
C 1.57 4.67 -1.23
C 2.95 4.49 -1.84
H -1.06 4.82 -3.20
H -0.35 5.39 -4.72
H 0.50 4.16 -3.78
H -0.01 7.08 -3.05
H 1.55 6.41 -3.49
H 1.28 6.85 0.29
H 0.51 7.86 -0.89
H 3.46 7.10 -0.78
H 2.72 8.69 -0.67
H 2.74 7.85 -2.22
H 0.94 3.82 -1.55
H 1.64 4.55 -0.15
H 2.99 4.76 -2.90
H 3.25 3.43 -1.77
H 3.71 5.06 -1.30
```

Results
LUMO energy = -0.498 eV
largest force on an atom = 8.06 eV/A

Now the Löwdin charges, all in e: -0.08, -0.30, 0.49, 0.64, -0.35, -0.22, -0.25, -0.24, 0.77, -0.42, -0.39, -0.22, -0.33, -0.29, -0.07, -0.43, -0.68, -0.17, 0.58, 0.08, 0.08, 0.10, 0.11, 0.06, 0.10, 0.14, 0.13, 0.06, 0.11, 0.13, 0.06, 0.11, 0.08, 0.15, 0.02, 0.11, 0.10, 0.06, 0.09, 0.10, -0.08, -0.26, -0.19, -0.25, -0.09, -0.25, -0.09, 0.05, 0.06, 0.07, 0.12, 0.09, 0.11, 0.11, 0.05, 0.07, 0.07, 0.10, 0.12, 0.07, 0.07, 0.05, -0.09, -0.27, -0.19, -0.25, -0.09, -0.25, -0.09, 0.08, 0.07, 0.06, 0.12, 0.10, 0.11, 0.11, 0.05, 0.07, 0.07, 0.08, 0.12, 0.07, 0.07, 0.05